Here is a structure of composition C57H55BiIN2O3P2S in a non-equilibrium geometry from OMol25. Energies are from the ωB97M-V functional and the def2-TZVPD basis.

Cartesian coordinates (Å):
Bi (-1.41, -0.65, -1.33)
O (0.46, 0.15, -0.14)
S (0.65, -0.41, 1.25)
C (1.56, 0.91, 2.09)
C (2.91, 1.15, 1.83)
C (3.63, 2.13, 2.53)
C (2.96, 2.87, 3.47)
C (3.41, 3.94, 4.47)
C (2.21, 4.20, 5.40)
C (1.13, 3.39, 4.74)
C (-0.21, 3.24, 5.04)
C (-1.10, 2.51, 4.21)
C (-0.57, 1.76, 3.17)
P (-1.82, 1.02, 2.01)
C (-3.30, 2.11, 2.14)
C (-4.28, 2.12, 3.11)
C (-5.40, 2.90, 2.99)
C (-5.54, 3.88, 1.99)
C (-4.51, 3.94, 1.01)
C (-3.47, 3.05, 1.08)
C (-2.32, -0.42, 3.01)
C (-3.61, -0.95, 2.75)
C (-4.05, -2.00, 3.52)
C (-3.21, -2.58, 4.43)
C (-1.87, -2.18, 4.55)
C (-1.48, -1.03, 3.94)
C (0.77, 1.75, 2.90)
C (1.58, 2.65, 3.66)
C (1.91, -1.63, 1.04)
C (2.12, -2.46, 2.15)
C (3.06, -3.47, 2.22)
C (4.03, -3.47, 1.27)
C (5.21, -4.34, 1.10)
C (5.72, -4.10, -0.27)
C (4.80, -3.11, -0.88)
C (4.64, -2.60, -2.12)
C (3.46, -1.93, -2.45)
C (2.46, -1.53, -1.50)
P (1.02, -0.92, -2.45)
C (1.75, 0.59, -3.16)
C (1.09, 1.28, -4.21)
C (1.39, 2.54, -4.53)
C (2.48, 3.22, -3.86)
C (3.18, 2.56, -2.86)
C (2.81, 1.23, -2.53)
C (0.79, -1.99, -3.96)
C (1.54, -1.86, -5.13)
C (1.34, -2.76, -6.19)
C (0.46, -3.80, -6.02)
C (-0.23, -3.96, -4.84)
C (0.00, -3.06, -3.78)
C (2.66, -1.88, -0.14)
C (3.80, -2.72, 0.08)
H (3.52, 0.49, 1.22)
H (4.70, 2.28, 2.30)
H (3.65, 4.87, 3.90)
H (4.33, 3.64, 4.95)
H (1.85, 5.23, 5.51)
H (2.33, 3.81, 6.45)
H (-0.68, 3.81, 5.85)
H (-2.18, 2.55, 4.37)
H (-4.33, 1.47, 3.93)
H (-6.22, 2.78, 3.69)
H (-6.45, 4.39, 1.85)
H (-4.53, 4.82, 0.37)
H (-2.75, 3.06, 0.25)
H (-4.22, -0.46, 2.03)
H (-5.08, -2.37, 3.42)
H (-3.61, -3.44, 4.99)
H (-1.11, -2.68, 5.14)
H (-0.50, -0.61, 4.19)
H (1.39, -2.35, 2.93)
H (3.01, -4.27, 2.97)
H (5.04, -5.42, 1.35)
H (5.90, -4.04, 1.86)
H (5.70, -5.02, -0.82)
H (6.72, -3.70, -0.34)
H (5.31, -3.00, -2.90)
H (3.20, -1.73, -3.48)
H (0.29, 0.76, -4.63)
H (0.93, 3.09, -5.37)
H (2.73, 4.15, -4.32)
H (4.04, 2.95, -2.27)
H (3.24, 0.68, -1.64)
H (2.14, -0.88, -5.25)
H (1.78, -2.64, -7.15)
H (0.20, -4.44, -6.89)
H (-0.99, -4.74, -4.82)
H (-0.42, -3.15, -2.80)
O (-4.71, 2.17, -1.65)
H (-5.04, 2.00, -0.74)
H (-4.87, 1.30, -2.10)
I (-3.00, -1.19, -3.75)
C (-1.74, -4.87, -0.94)
C (-1.69, -3.58, -0.10)
C (-1.09, -3.89, 1.21)
C (-3.14, -3.17, 0.08)
O (-0.86, -2.59, -0.60)
H (-2.00, -5.78, -0.34)
H (-0.79, -4.93, -1.43)
H (-2.47, -4.74, -1.75)
H (-1.76, -4.63, 1.73)
H (-0.93, -2.95, 1.86)
H (-0.14, -4.47, 1.08)
H (-3.77, -3.98, 0.44)
H (-3.65, -2.90, -0.88)
H (-3.25, -2.36, 0.78)
C (-2.29, 3.94, -4.92)
C (-1.66, 3.53, -3.62)
C (-1.03, 4.22, -2.64)
C (-0.76, 3.23, -1.63)
N (-1.27, 2.06, -1.95)
N (-1.82, 2.27, -3.19)
C (0.02, 3.32, -0.36)
H (-1.83, 3.27, -5.70)
H (-2.06, 4.97, -5.20)
H (-3.35, 3.80, -4.98)
H (-0.66, 5.23, -2.61)
H (-2.40, 1.56, -3.58)
H (-0.47, 2.67, 0.39)
H (0.01, 4.32, -0.01)
H (0.98, 3.00, -0.53)

Properties
HOMO level   -10.2 eV
E_LUMO   -0.0952 Ha
Energy relative to the best compared isomer or geometry (same formula, charge and spin)   10.4 kcal/mol
HOMO-LUMO gap   7.64 eV
Net charge   +1

Löwdin population analysis, charges in e, atoms 1 to 2: Bi 1.331; O -0.784

---

Here is a cluster of 9 separate species, H18O9 in total in a non-equilibrium geometry from OMol25. Energies are from the ωB97M-V functional and the def2-TZVPD basis.

Cartesian coordinates (Å):
O (27.85, 18.57, 53.39)
H (28.24, 19.51, 53.53)
H (28.55, 18.04, 53.17)
O (31.69, 16.42, 56.94)
H (31.21, 16.10, 56.21)
H (31.10, 17.16, 57.21)
O (30.90, 14.44, 55.05)
H (30.30, 13.93, 55.60)
H (31.60, 14.01, 54.93)
O (29.68, 16.00, 48.81)
H (29.08, 16.13, 49.63)
H (29.03, 15.66, 48.24)
O (32.19, 17.48, 53.91)
H (32.85, 18.01, 54.26)
H (32.09, 16.79, 54.50)
O (31.72, 15.28, 52.04)
H (32.09, 14.62, 52.42)
H (31.82, 15.94, 52.58)
O (27.76, 16.86, 50.62)
H (27.24, 16.84, 51.40)
H (27.64, 17.73, 50.55)
O (29.21, 15.77, 53.25)
H (29.72, 15.34, 53.85)
H (29.82, 15.94, 52.50)
O (32.28, 16.44, 49.67)
H (31.44, 16.25, 49.27)
H (32.09, 16.02, 50.63)

Properties
HOMO level   -9.4 eV
E_LUMO   -0.0072 Ha
Energy relative to the best compared isomer or geometry (same formula, charge and spin)   114.8 kcal/mol
HOMO-LUMO gap   9.25 eV
SMILES   O.O.O.O.O.O.O.O.O

natural (NBO) population analysis, charges in e, atoms 1 to 2: O -0.951; H 0.472

---

Here is a structure of composition C35H33I2N5O4Ti in a non-equilibrium geometry from OMol25. Energies are from the ωB97M-V functional and the def2-TZVPD basis.

Cartesian coordinates (Å):
Ti (-0.59, 1.37, 0.18)
I (-3.72, 2.99, -6.65)
C (-2.99, 2.34, -4.78)
C (-3.84, 1.67, -3.90)
C (-3.34, 1.25, -2.69)
I (-4.54, 0.51, -1.11)
C (-2.00, 1.45, -2.35)
O (-1.52, 1.00, -1.20)
C (-1.20, 2.25, -3.18)
C (0.09, 2.74, -2.57)
N (-0.14, 3.14, -1.16)
C (-1.20, 4.14, -0.96)
C (-1.92, 3.94, 0.36)
C (-2.82, 4.91, 0.81)
C (-3.47, 4.72, 2.02)
C (-3.20, 3.57, 2.75)
C (-2.31, 2.65, 2.24)
N (-1.69, 2.82, 1.06)
C (-1.69, 2.66, -4.41)
H (-4.87, 1.52, -4.16)
H (0.47, 3.59, -3.15)
H (0.85, 1.94, -2.54)
H (0.74, 3.53, -0.82)
H (-1.94, 4.06, -1.77)
H (-0.81, 5.17, -0.99)
H (-2.99, 5.79, 0.22)
H (-4.19, 5.44, 2.37)
H (-3.67, 3.40, 3.71)
H (-2.06, 1.74, 2.79)
H (-1.07, 3.25, -5.07)
C (0.55, -6.30, -0.19)
O (0.74, -4.95, 0.20)
C (1.85, -4.64, 0.91)
C (2.82, -5.55, 1.33)
C (3.90, -5.11, 2.08)
C (4.04, -3.78, 2.41)
C (3.08, -2.87, 2.01)
C (2.00, -3.29, 1.26)
N (0.92, -2.44, 0.92)
C (0.93, -1.12, 0.67)
N (2.10, -0.52, 0.35)
C (2.38, 0.85, 0.53)
C (1.36, 1.78, 0.71)
C (1.76, 3.07, 1.11)
C (3.09, 3.41, 1.24)
C (4.09, 2.50, 0.93)
C (3.75, 1.19, 0.60)
O (4.62, 0.19, 0.33)
C (6.00, 0.50, 0.21)
N (-0.18, -0.39, 0.76)
C (-1.42, -1.06, 0.94)
C (-2.13, -0.94, 2.14)
C (-3.32, -1.63, 2.32)
C (-3.80, -2.44, 1.30)
C (-3.11, -2.58, 0.11)
C (-1.92, -1.89, -0.09)
O (-1.13, -1.94, -1.20)
C (-1.45, -2.93, -2.16)
H (-0.35, -6.32, -0.79)
H (0.41, -6.95, 0.68)
H (1.39, -6.66, -0.79)
H (2.74, -6.59, 1.09)
H (4.63, -5.83, 2.41)
H (4.88, -3.45, 3.00)
H (3.16, -1.84, 2.32)
H (0.03, -2.92, 0.87)
H (2.92, -1.11, 0.28)
H (1.01, 3.82, 1.38)
H (3.37, 4.40, 1.56)
H (5.12, 2.80, 0.98)
H (6.49, -0.45, -0.01)
H (6.39, 0.91, 1.14)
H (6.18, 1.19, -0.62)
H (-1.68, -0.37, 2.95)
H (-3.85, -1.56, 3.26)
H (-4.72, -2.99, 1.44)
H (-3.50, -3.23, -0.65)
H (-0.67, -2.88, -2.92)
H (-2.42, -2.74, -2.64)
H (-1.45, -3.93, -1.70)

Properties
HOMO level   -12.9 eV
E_LUMO   -0.2309 Ha
HOMO-LUMO gap   6.63 eV
Net charge   +2

Löwdin population analysis, charges in e, atoms 1 to 2: Ti 1.123; I 0.926

---

Here is a structure of composition C31H22Cl2N6O2PrS2 in a non-equilibrium geometry from OMol25. Energies are from the ωB97M-V functional and the def2-TZVPD basis.

Cartesian coordinates (Å):
Pr (0.06, 0.24, -0.18)
N (-8.79, 1.65, 5.08)
C (-7.89, 1.47, 4.39)
C (-6.75, 1.23, 3.52)
C (-5.50, 1.71, 3.87)
C (-4.42, 1.50, 3.03)
C (-4.57, 0.81, 1.83)
C (-5.84, 0.33, 1.49)
C (-6.92, 0.54, 2.32)
C (-3.41, 0.62, 0.91)
C (-3.06, -0.68, 0.57)
C (-3.67, -1.89, 1.05)
C (-3.03, -2.94, 0.42)
C (-2.04, -2.36, -0.39)
N (-2.04, -1.03, -0.32)
C (-2.84, 1.82, 0.39)
C (-3.41, 3.11, 0.43)
C (-2.69, 3.90, -0.46)
C (-1.70, 3.07, -1.00)
N (-1.77, 1.83, -0.49)
H (-5.37, 2.24, 4.81)
H (-3.43, 1.86, 3.30)
H (-5.96, -0.20, 0.55)
H (-7.90, 0.17, 2.05)
H (-4.46, -1.95, 1.78)
H (-3.23, -3.99, 0.54)
H (-1.32, -2.87, -1.02)
H (-4.29, 3.40, 1.00)
H (-2.86, 4.94, -0.71)
H (-0.95, 3.32, -1.73)
S (0.11, -1.79, 2.20)
C (1.34, -2.27, 1.13)
N (1.43, -1.87, -0.13)
C (2.56, -2.37, -0.78)
C (2.95, -2.07, -2.08)
C (4.10, -2.65, -2.58)
C (4.87, -3.53, -1.80)
C (4.49, -3.82, -0.50)
C (3.34, -3.23, 0.00)
S (2.64, -3.35, 1.59)
H (2.39, -1.35, -2.65)
H (4.43, -2.41, -3.59)
H (5.77, -3.96, -2.21)
H (5.09, -4.48, 0.11)
Cl (1.70, 1.14, 1.90)
C (3.02, 1.79, 0.90)
C (4.04, 2.44, 1.55)
C (5.14, 2.90, 0.83)
C (5.16, 2.64, -0.54)
C (4.13, 1.99, -1.16)
Cl (4.24, 1.69, -2.89)
C (2.93, 1.54, -0.51)
N (1.89, 0.97, -1.12)
H (3.98, 2.58, 2.62)
H (5.95, 3.41, 1.32)
H (6.01, 2.95, -1.14)
N (-0.78, 4.66, 2.34)
C (-0.08, 5.62, 1.50)
C (0.64, 4.92, 0.35)
O (1.13, 5.52, -0.57)
O (0.63, 3.60, 0.47)
H (-1.73, 4.50, 2.04)
H (-0.77, 4.91, 3.32)
H (0.16, 3.43, 1.31)
H (0.68, 6.14, 2.08)
H (-0.72, 6.38, 1.05)

Properties
<S²>   2.00
HOMO level (spin up / spin down)   -3.4 / -3.4 eV
E_LUMO (spin up / spin down)   0.0375 / 0.0375 Ha
Energy relative to the best compared isomer or geometry (same formula, charge and spin)   24.3 kcal/mol
HOMO-LUMO gap (spin up / spin down)   4.46 / 4.46 eV
Net charge   -1
Spin multiplicity   3

Löwdin population analysis, charges in e, atoms 1 to 2: Pr 0.833; N 0.142

---

Here is a cluster of 9 separate species, C56H126N7O14 in total in a non-equilibrium geometry from OMol25. Energies are from the ωB97M-V functional and the def2-TZVPD basis.

Cartesian coordinates (Å):
C (4.60, -21.74, -16.57)
O (5.63, -20.86, -16.99)
C (5.20, -19.48, -17.09)
C (6.40, -18.61, -17.46)
N (6.75, -18.63, -18.93)
H (8.21, -18.38, -18.92)
H (6.39, -19.48, -19.34)
C (6.19, -17.50, -19.71)
C (4.70, -17.76, -20.13)
O (4.64, -18.95, -20.83)
C (3.35, -19.33, -21.14)
H (4.90, -22.77, -16.73)
H (3.70, -21.52, -17.10)
H (4.41, -21.53, -15.46)
H (4.80, -19.08, -16.19)
H (4.43, -19.46, -17.89)
H (7.28, -18.89, -16.86)
H (6.12, -17.59, -17.17)
H (6.72, -17.50, -20.67)
H (6.32, -16.50, -19.26)
H (4.37, -16.91, -20.73)
H (4.08, -17.82, -19.18)
H (2.75, -18.52, -21.66)
H (2.80, -19.69, -20.23)
H (3.47, -20.28, -21.70)
C (16.49, -18.94, -17.87)
O (15.82, -18.73, -16.56)
C (15.18, -17.49, -16.58)
C (14.93, -16.98, -15.19)
N (16.24, -16.97, -14.28)
H (16.76, -17.82, -14.43)
H (16.81, -16.15, -14.59)
C (15.96, -16.89, -12.80)
C (17.29, -17.03, -12.08)
O (18.07, -18.00, -12.79)
C (18.93, -18.82, -11.95)
H (17.15, -19.78, -17.85)
H (17.08, -18.04, -17.91)
H (15.67, -19.08, -18.60)
H (14.20, -17.51, -17.00)
H (15.79, -16.84, -17.08)
H (14.18, -17.59, -14.61)
H (14.64, -15.94, -15.20)
H (15.27, -17.73, -12.55)
H (15.37, -15.94, -12.68)
H (17.16, -17.39, -11.06)
H (17.76, -16.08, -12.01)
H (18.24, -19.27, -11.29)
H (19.70, -18.18, -11.50)
H (19.31, -19.50, -12.70)
C (2.61, -23.73, -21.79)
O (1.87, -24.51, -22.69)
C (2.63, -24.74, -23.87)
C (1.93, -25.82, -24.66)
N (1.74, -26.97, -23.72)
H (2.60, -27.47, -23.53)
H (1.41, -26.65, -22.82)
C (0.89, -28.12, -24.23)
C (1.41, -28.71, -25.50)
O (2.83, -28.51, -25.48)
C (3.43, -29.20, -26.62)
H (3.00, -22.91, -22.41)
H (3.51, -24.22, -21.46)
H (2.00, -23.37, -21.02)
H (3.76, -24.79, -23.74)
H (2.53, -23.75, -24.45)
H (2.63, -26.14, -25.42)
H (0.99, -25.50, -25.06)
H (-0.15, -27.85, -24.28)
H (1.06, -28.87, -23.45)
H (1.06, -28.11, -26.37)
H (1.07, -29.75, -25.74)
H (2.76, -29.29, -27.45)
H (3.64, -30.24, -26.22)
H (4.31, -28.67, -26.92)
C (6.92, -13.94, -14.20)
C (7.70, -14.52, -15.39)
C (8.66, -13.53, -15.99)
C (8.00, -12.58, -16.94)
N (8.88, -11.43, -17.53)
C (8.06, -10.56, -18.37)
C (9.05, -9.80, -19.26)
C (10.32, -10.58, -19.08)
C (9.92, -11.89, -18.52)
C (9.47, -10.64, -16.41)
H (6.22, -14.69, -13.90)
H (6.39, -13.08, -14.53)
H (7.59, -13.76, -13.35)
H (6.96, -14.92, -16.15)
H (8.28, -15.47, -15.26)
H (9.48, -14.01, -16.60)
H (9.19, -12.98, -15.20)
H (7.15, -12.07, -16.58)
H (7.74, -13.20, -17.85)
H (7.40, -9.99, -17.80)
H (7.45, -11.17, -18.99)
H (9.30, -8.83, -18.81)
H (8.78, -9.54, -20.33)
H (10.91, -10.05, -18.35)
H (10.91, -10.66, -20.00)
H (10.72, -12.42, -17.98)
H (9.40, -12.61, -19.18)
H (8.77, -10.62, -15.58)
H (9.68, -9.64, -16.81)
H (10.39, -11.06, -16.10)
C (8.60, -24.76, -8.67)
C (8.10, -23.37, -8.72)
C (6.90, -23.14, -9.68)
C (7.23, -23.40, -11.21)
N (6.38, -22.65, -12.19)
C (4.87, -23.02, -12.07)
C (4.14, -21.81, -11.37)
C (4.99, -20.69, -12.00)
C (6.44, -21.17, -11.94)
C (6.93, -22.95, -13.50)
H (9.04, -24.98, -7.67)
H (9.41, -24.88, -9.41)
H (7.85, -25.52, -8.89)
H (8.92, -22.67, -9.02)
H (7.68, -23.02, -7.82)
H (6.61, -22.14, -9.48)
H (6.06, -23.83, -9.34)
H (7.17, -24.44, -11.55)
H (8.21, -22.97, -11.53)
H (4.46, -23.08, -13.11)
H (4.76, -23.98, -11.61)
H (3.11, -21.73, -11.72)
H (4.23, -21.77, -10.24)
H (4.54, -20.54, -12.98)
H (4.80, -19.74, -11.57)
H (7.01, -20.69, -12.72)
H (6.90, -21.11, -10.96)
H (6.65, -22.16, -14.26)
H (6.59, -23.95, -13.82)
H (8.01, -22.97, -13.42)
C (10.57, -23.62, -17.17)
C (12.05, -23.85, -16.67)
C (12.92, -22.64, -17.17)
C (14.17, -22.49, -16.32)
C (13.82, -22.26, -14.84)
C (13.22, -23.52, -14.19)
N (12.05, -23.82, -15.18)
O (10.96, -24.07, -14.63)
C (12.62, -23.23, -12.82)
C (13.96, -24.80, -14.17)
C (12.52, -25.20, -17.12)
H (10.31, -22.55, -17.13)
H (9.82, -24.16, -16.58)
H (10.53, -23.96, -18.24)
H (12.41, -21.70, -17.12)
H (13.21, -22.81, -18.25)
H (14.70, -21.64, -16.71)
H (14.77, -23.34, -16.33)
H (13.13, -21.42, -14.70)
H (14.79, -22.19, -14.30)
H (12.03, -22.30, -12.82)
H (13.46, -23.12, -12.10)
H (11.97, -24.06, -12.44)
H (14.16, -25.25, -15.13)
H (13.34, -25.45, -13.56)
H (14.86, -24.76, -13.55)
H (13.53, -25.46, -16.90)
H (12.41, -25.20, -18.20)
H (12.04, -26.04, -16.65)
C (10.71, -18.31, -21.72)
C (12.17, -18.45, -21.44)
C (13.05, -18.28, -22.71)
C (13.07, -16.82, -23.22)
C (13.50, -15.82, -22.20)
C (12.64, -15.75, -20.95)
N (12.46, -17.26, -20.54)
O (12.66, -17.51, -19.24)
C (11.22, -15.19, -21.16)
C (13.26, -14.99, -19.79)
C (12.52, -19.76, -20.75)
H (10.41, -17.57, -22.51)
H (10.17, -18.02, -20.80)
H (10.36, -19.34, -22.08)
H (12.70, -18.88, -23.57)
H (14.10, -18.61, -22.47)
H (12.12, -16.59, -23.70)
H (13.87, -16.76, -24.02)
H (13.53, -14.77, -22.52)
H (14.54, -16.14, -21.87)
H (10.70, -15.46, -22.10)
H (11.44, -14.15, -21.23)
H (10.58, -15.30, -20.29)
H (14.28, -15.24, -19.50)
H (12.63, -15.02, -18.93)
H (13.35, -13.96, -20.14)
H (13.58, -19.99, -20.63)
H (12.22, -20.66, -21.25)
H (12.14, -19.75, -19.72)
O (10.83, -18.05, -15.20)
C (11.16, -19.34, -15.69)
O (11.09, -20.25, -14.92)
O (11.56, -19.45, -16.85)
H (10.37, -18.18, -14.41)
O (10.72, -16.80, -17.86)
C (9.53, -17.00, -18.37)
O (8.80, -16.03, -18.56)
O (9.26, -18.19, -18.78)
H (11.07, -17.70, -17.58)

Properties
HOMO level   -16.7 eV
E_LUMO   -0.4087 Ha
Energy relative to the best compared isomer or geometry (same formula, charge and spin)   0.0 kcal/mol
HOMO-LUMO gap   5.61 eV
Net charge   +5

Löwdin population analysis, charges in e, atoms 1 to 2: C -0.107; O -0.205